3 unconnected molecules or ions with the total composition C34H71FN4O6P at a distorted geometry. Source: OMol25; level of theory: ωB97M-V/def2-TZVPD.

Last column: Löwdin charge in e.
Atoms and positions in Å:
C  9.24312  -2.62305  4.04579  -0.15
C  9.63981  -1.28211  3.23302  -0.26
C  8.53716  -1.11335  2.04420  -0.24
C  7.20726  -0.32578  2.55310  -0.21
C  5.96144  -0.82406  1.65301  -0.22
C  5.13539  0.40709  0.96394  -0.20
C  3.64448  -0.14013  0.71061  -0.24
C  2.83292  0.61650  -0.45479  -0.20
C  1.74509  1.69697  0.09811  -0.18
C  0.26131  1.05182  0.26355  -0.18
C  0.15804  0.04444  1.50971  -0.18
C  -1.15033  -0.88372  1.51739  -0.11
C  -2.48001  -0.18281  2.04659  -0.02
C  -3.89653  -0.42629  1.41222  -0.07
C  -4.25312  -1.42758  0.18487  -0.10
C  -4.91553  -2.74248  0.90123  -0.18
C  -3.80449  -3.57037  1.76299  -0.21
C  -3.12894  -4.76760  0.88060  -0.23
C  -1.82978  -5.33075  1.66211  -0.12
N  -4.91405  0.35735  2.09932  0.14
C  -4.14516  1.04386  3.12350  -0.24
P  -5.20084  2.16240  4.22040  0.78
O  -5.60968  3.37995  3.33250  -0.47
N  -2.73269  0.76208  3.13179  -0.01
C  -1.72137  1.29059  4.08641  -0.02
C  -1.14820  2.73635  3.72573  -0.27
O  -1.55686  3.49181  2.83598  0.13
F  -0.05920  3.21921  4.53792  0.04
H  9.39675  -3.54041  3.35493  0.08
H  8.12654  -2.63710  4.32469  0.07
H  9.86310  -2.68953  5.00317  0.07
H  9.52883  -0.34878  3.89408  0.10
H  10.71824  -1.34093  2.82565  0.11
H  8.29252  -2.19043  1.70436  0.10
H  9.03027  -0.56367  1.15115  0.11
H  7.36275  0.80884  2.49669  0.11
H  7.04429  -0.67697  3.63882  0.10
H  5.25732  -1.40448  2.36522  0.11
H  6.39232  -1.52943  0.85181  0.11
H  5.14694  1.25625  1.74495  0.11
H  5.67656  0.74312  0.00646  0.12
H  3.74172  -1.25932  0.43076  0.11
H  3.07910  -0.01515  1.71481  0.10
H  2.23239  -0.14853  -1.07889  0.10
H  3.57662  1.10190  -1.19279  0.11
H  2.13758  2.11551  1.10065  0.12
H  1.75873  2.56681  -0.66307  0.11
H  0.02446  0.54674  -0.74185  0.11
H  -0.44219  1.95680  0.39897  0.09
H  1.06498  -0.67415  1.42087  0.11
H  0.33574  0.64996  2.46269  0.10
H  -1.35352  -1.17056  0.40307  0.11
H  -0.92042  -1.87969  2.05595  0.13
H  -3.24786  -1.76353  -0.28349  0.10
H  -4.94341  -0.95007  -0.58785  0.12
H  -5.63576  -2.30669  1.69923  0.10
H  -5.46365  -3.41802  0.14790  0.12
H  -4.27792  -4.05975  2.70191  0.12
H  -2.97721  -2.87841  2.17807  0.08
H  -3.94324  -5.58551  0.82467  0.12
H  -2.88422  -4.30754  -0.13883  0.10
H  -1.72451  -4.86773  2.70614  0.07
H  -0.90681  -5.18566  0.99613  0.06
H  -1.97764  -6.45393  1.80835  0.08
H  -5.92999  0.37966  1.90882  0.18
H  -6.42579  1.56788  4.66621  0.03
H  -4.46996  2.66285  5.34520  0.02
H  -2.24002  1.35672  5.12031  0.15
H  -0.89044  0.50961  4.18831  0.15
C  -2.45458  7.82773  0.16116  -0.11
O  -3.31458  7.13690  -0.73173  -0.20
C  -3.09540  7.48332  -2.10097  -0.21
C  -2.53857  6.28410  -2.86900  -0.21
N  -1.16557  5.98752  -2.45675  -0.05
C  -0.66388  4.71111  -2.96872  -0.19
C  -1.35062  3.43293  -2.46359  -0.21
O  -1.15039  3.18131  -1.07470  -0.23
C  -2.08737  3.82125  -0.22020  -0.09
H  -2.76780  7.59566  1.18115  0.09
H  -1.41897  7.50113  0.03624  0.08
H  -2.52706  8.91034  0.01513  0.09
H  -2.44900  8.36187  -2.20691  0.12
H  -4.07291  7.74123  -2.52044  0.12
H  -2.55442  6.50273  -3.94135  0.12
H  -3.19962  5.43151  -2.67958  0.10
H  -1.12304  5.96420  -1.44355  0.07
H  0.39323  4.65728  -2.68608  0.12
H  -0.69403  4.72843  -4.06355  0.12
H  -0.88551  2.58958  -2.98680  0.12
H  -2.41444  3.39379  -2.72106  0.11
H  -3.06993  3.93487  -0.68606  0.10
H  -1.70299  4.79174  0.10150  0.08
H  -2.20113  3.20751  0.67470  0.05
C  0.14746  -6.34429  -4.19487  -0.11
O  0.86193  -5.14781  -4.46391  -0.20
C  0.40217  -4.47296  -5.63718  -0.20
C  -0.24284  -3.13812  -5.26287  -0.20
N  -1.51625  -3.34569  -4.57055  -0.05
C  -2.06101  -2.12697  -3.97031  -0.19
C  -1.26154  -1.49065  -2.82293  -0.22
O  -1.21350  -2.28892  -1.64098  -0.24
C  -0.16214  -3.24541  -1.61707  -0.08
H  0.63672  -6.85100  -3.36046  0.09
H  -0.88463  -6.12614  -3.90796  0.08
H  0.16281  -7.01245  -5.06186  0.09
H  -0.27783  -5.09365  -6.23148  0.12
H  1.28565  -4.27190  -6.25096  0.12
H  -0.41680  -2.55341  -6.17151  0.12
H  0.46511  -2.59223  -4.63004  0.10
H  -1.38406  -4.03234  -3.83575  0.07
H  -3.05246  -2.38813  -3.58328  0.12
H  -2.21914  -1.38108  -4.75660  0.12
H  -1.78504  -0.57080  -2.53742  0.11
H  -0.25707  -1.17959  -3.12816  0.11
H  0.72296  -2.90896  -2.16274  0.10
H  -0.51367  -4.20143  -2.01176  0.08
H  0.11940  -3.41107  -0.57430  0.08

Properties
Gap between HOMO and LUMO in eV: 6.1
HOMO level in eV: -10.3
Total charge: +1
E_LUMO in eV: -4.20
Largest force on an atom in eV/Å: 7.2